Record 1
{"formula": "C16H23NO3", "method": "ωB97M-V with the def2-TZVPD basis set", "species": ["C", "H", "O", "C", "C", "C", "C", "C", "C", "H", "H", "C", "O", "C", "C", "N", "C", "C", "C", "H", "H", "H", "H", "H", "H", "C", "H", "C", "O", "H", "H", "H", "H", "H", "H", "H", "C", "H", "H", "H", "H", "H", "H"], "coordinates": [[4.7769, -0.6703, 4.3915], [4.3859, -1.5481, 4.9156], [3.7526, 0.2421, 4.0766], [2.7441, -0.1673, 3.2626], [1.7438, 0.7732, 3.0169], [0.6683, 0.4957, 2.1931], [0.5881, -0.7669, 1.5962], [1.5610, -1.7186, 1.8767], [2.6413, -1.4304, 2.6892], [3.3818, -2.1926, 2.8709], [1.4714, -2.7006, 1.4363], [-0.4996, -1.1559, 0.6565], [-1.2385, -2.0891, 0.8623], [-0.5158, -0.3779, -0.6490], [-1.9167, -0.3363, -1.2586], [-1.8895, 0.3681, -2.5291], [-1.0553, -0.3443, -3.4808], [0.3824, -0.3936, -2.9710], [0.4380, -1.0925, -1.6178], [1.4548, -1.0799, -1.2197], [0.1246, -2.1336, -1.7259], [1.0070, -0.9206, -3.6938], [0.7585, 0.6260, -2.8700], [-1.0863, 0.1877, -4.4352], [-1.4209, -1.3732, -3.6478], [-3.2233, 0.6632, -3.0310], [-3.1463, 0.8598, -4.1029], [-3.7458, 1.9325, -2.3478], [-2.7972, 2.9630, -2.4362], [-1.9350, 2.5336, -2.3270], [-4.6559, 2.2826, -2.8403], [-3.9843, 1.7279, -1.2930], [-3.9287, -0.1684, -2.8800], [-2.5906, 0.1879, -0.5777], [-2.2889, -1.3684, -1.3734], [-0.1492, 0.6382, -0.4937], [-0.4029, 1.5308, 2.0094], [-0.5694, 2.0620, 2.9440], [-0.1039, 2.2673, 1.2632], [-1.3392, 1.0768, 1.6962], [1.8262, 1.7352, 3.4992], [5.3182, -0.9920, 3.4959], [5.4581, -0.1328, 5.0492]], "forces_ev_per_angstrom": [[0.2, -0.2, 0.0], [0.0, 0.0, 0.0], [-0.3, 0.2, -0.1], [-0.2, 0.0, -0.1], [0.2, -0.1, 0.0], [0.1, -0.1, 0.0], [0.2, -0.3, 0.4], [-0.2, 0.2, -0.1], [0.3, 0.0, 0.2], [0.1, 0.0, 0.0], [0.0, -0.1, 0.0], [0.1, 0.5, -0.2], [-0.1, -0.1, 0.0], [-0.4, -0.5, -0.1], [0.1, 0.1, 0.2], [0.0, -0.1, -0.1], [0.3, 0.2, -0.1], [-0.2, -0.3, 0.0], [0.1, 0.3, 0.0], [0.0, -0.1, 0.0], [0.0, -0.1, 0.0], [0.0, 0.0, 0.0], [0.0, 0.0, -0.1], [-0.1, -0.1, 0.0], [0.0, 0.0, 0.0], [-0.2, 0.3, 0.1], [0.0, 0.0, 0.0], [-0.1, -0.3, 0.0], [0.2, 0.3, -0.1], [-0.1, -0.1, 0.0], [0.0, -0.1, 0.1], [-0.1, 0.0, -0.1], [0.0, 0.0, 0.0], [0.0, -0.1, 0.0], [0.0, 0.1, 0.0], [0.0, 0.0, 0.1], [0.1, 0.0, -0.1], [-0.1, 0.0, 0.0], [-0.1, 0.1, -0.1], [-0.1, 0.1, 0.0], [0.0, 0.1, 0.1], [0.0, 0.0, 0.0], [0.0, -0.1, 0.0]], "mulliken_charge": [-0.860, 0.343, -0.452, 0.770, -0.498, 1.305, 0.217, -0.985, -0.544, 0.415, 0.459, -0.590, -0.580, 1.360, -1.527, 0.443, -0.944, -0.712, -1.137, 0.400, 0.377, 0.405, 0.309, 0.495, 0.323, -0.578, 0.434, -0.435, -0.567, 0.370, 0.392, 0.254, 0.295, 0.353, 0.193, 0.174, -1.955, 0.525, 0.331, 0.339, 0.494, 0.341, 0.245], "charge": 0, "homo_lumo_gap_ev": 9.46, "smiles": "COc1ccc(C(=O)[C@H]2CCCN(CCO)C2)c(C)c1", "lumo_energy_ev": 0.76, "homo_energy_ev": -8.70, "de_lowest_kcal_mol": 49.70}



Record 2
{"formula": "C12H11PS", "method": "ωB97M-V with the def2-TZVPD basis set", "species": ["C", "C", "C", "C", "C", "C", "C", "C", "C", "C", "C", "C", "P", "S", "H", "H", "H", "H", "H", "H", "H", "H", "H", "H", "H"], "coordinates": [[3.0419, 2.3828, 0.1377], [-1.6780, -3.3333, 0.4018], [2.0820, 3.3395, -0.1280], [2.7625, 1.0324, 0.0203], [-1.0775, -3.1390, -0.8618], [-1.9622, -2.2636, 1.2388], [0.7592, 2.9430, -0.3773], [1.4797, 0.6490, -0.3719], [-1.0182, -1.8236, -1.3460], [-1.8728, -0.9888, 0.7544], [0.4093, 1.5472, -0.4673], [-1.4043, -0.7628, -0.5237], [-1.1589, 1.0580, -1.2807], [-2.5661, 2.0381, 0.0303], [4.0114, 2.6632, 0.5439], [-1.7178, -4.2923, 0.9667], [2.2427, 4.3622, 0.0840], [3.4605, 0.1910, 0.5382], [-0.6974, -3.8695, -1.5710], [-2.1622, -2.4834, 2.2878], [-0.0273, 3.6641, -0.4257], [1.2438, -0.3839, -0.3280], [-0.6235, -1.7082, -2.3243], [-2.1235, -0.1620, 1.4764], [-2.8293, 3.2586, -0.4781]], "forces_ev_per_angstrom": [[1.0, -0.4, 0.3], [1.4, -1.3, 0.6], [-1.8, -1.0, 0.3], [0.7, -1.7, 1.6], [-1.0, 0.9, 0.2], [0.0, -0.8, -0.2], [0.4, -1.8, 0.1], [-0.4, 0.2, 1.1], [-0.2, -0.6, 1.4], [-0.1, 1.7, 1.4], [1.7, 1.6, -1.1], [0.3, 2.1, -1.4], [-0.5, -1.2, 1.1], [-0.2, -0.2, 0.4], [-0.1, 0.2, -0.2], [0.1, 0.3, -1.2], [0.4, 1.0, -0.1], [-1.5, 2.2, -1.8], [-0.3, -0.5, 0.6], [-0.3, 0.3, -0.3], [-0.3, 0.5, -0.1], [-0.1, -0.9, -0.3], [0.3, 0.5, -0.7], [0.4, -0.7, -1.1], [0.4, -0.4, -0.5]], "mulliken_charge": [-0.158, -0.430, -0.795, -0.569, -0.474, -0.496, -0.293, -0.400, -0.283, -0.007, 0.878, 0.159, 0.043, -0.347, 0.340, 0.263, 0.364, 0.197, 0.361, 0.355, 0.188, 0.323, 0.388, 0.230, 0.162], "charge": 0, "homo_lumo_gap_ev": 9.15, "smiles": "SP(c1ccccc1)c1ccccc1", "lumo_energy_ev": 0.55, "homo_energy_ev": -8.60, "de_lowest_kcal_mol": 0.00}



Record 3
{"formula": "C2H3N3O", "method": "ωB97M-V with the def2-TZVPD basis set", "species": ["N", "C", "C", "N", "N", "O", "H", "H", "H"], "coordinates": [[-0.1188, -1.3115, 0.3705], [0.4377, -0.0872, 0.2586], [0.0400, 1.0670, -0.3608], [-1.0715, 1.2425, -0.9793], [-1.9919, 1.5792, -1.5502], [1.6206, 0.0661, 0.8650], [0.3463, -2.0525, 0.8734], [-0.9911, -1.5188, -0.0862], [1.7288, 1.0152, 0.6091]], "forces_ev_per_angstrom": [[0.0, 0.1, 0.0], [-0.3, 0.1, -0.2], [-0.2, 0.0, -0.1], [-1.3, 0.2, -0.7], [0.9, -0.5, 0.6], [0.0, 0.1, -0.1], [0.0, 0.3, -0.1], [0.1, 0.1, 0.1], [0.7, -0.4, 0.6]], "mulliken_charge": [-0.370, 0.660, -0.566, 0.631, -0.707, -0.468, 0.232, 0.201, 0.387], "charge": 0, "homo_lumo_gap_ev": 9.05, "lumo_energy_ev": 0.65, "homo_energy_ev": -8.40, "de_lowest_kcal_mol": 61.09}



Record 4
{"formula": "C35H40Cl3KN5O5SeSi", "method": "ωB97M-V with the def2-TZVPD basis set", "species": ["K", "Se", "N", "C", "C", "C", "C", "C", "N", "C", "C", "N", "C", "C", "C", "C", "C", "N", "H", "H", "H", "H", "H", "H", "Cl", "C", "C", "C", "Cl", "C", "O", "C", "Cl", "C", "H", "H", "C", "C", "C", "N", "C", "C", "H", "H", "H", "H", "H", "C", "C", "C", "C", "O", "Si", "O", "O", "C", "C", "C", "C", "O", "C", "C", "C", "C", "H", "H", "H", "H", "H", "H", "H", "H", "H", "H", "H", "H", "H", "H", "H", "H", "H", "H", "H", "H", "H", "H", "H", "H", "H", "H", "H"], "coordinates": [[0.4153, -0.3511, 0.1076], [-4.1093, 7.0016, -0.1915], [-3.6558, 5.9339, 1.1563], [-2.9702, 4.9474, 0.6487], [-2.4074, 3.8564, 1.4409], [-2.5582, 3.7735, 2.8239], [-1.9976, 2.7124, 3.4955], [-1.2867, 1.7598, 2.7628], [-1.1272, 1.8362, 1.4532], [-1.6837, 2.8539, 0.7911], [-1.4994, 2.8806, -0.6787], [-0.8014, 1.8779, -1.2147], [-0.5736, 1.8715, -2.5174], [-1.0727, 2.8581, -3.3709], [-1.8093, 3.8871, -2.8307], [-2.0273, 3.9163, -1.4533], [-2.7784, 4.9789, -0.7913], [-3.3138, 5.9896, -1.4183], [-3.1161, 4.5445, 3.3399], [-2.0994, 2.6084, 4.5671], [-0.8372, 0.8952, 3.2403], [0.0649, 1.0653, -2.8669], [-0.8673, 2.8118, -4.4323], [-2.2148, 4.6813, -3.4448], [2.6261, -2.8780, 7.1582], [1.7584, -2.4456, 5.6992], [2.2904, -1.5027, 4.8381], [1.5957, -1.1685, 3.6939], [2.2780, 0.0115, 2.6054], [0.3354, -1.7329, 3.3120], [-0.2875, -1.4100, 2.2588], [-0.1320, -2.6988, 4.2598], [-1.6592, -3.4627, 3.9147], [0.5449, -3.0481, 5.4100], [3.2406, -1.0330, 5.0535], [0.1248, -3.7879, 6.0781], [-1.8500, -3.5935, -3.7414], [-2.5165, -2.3915, -3.5612], [-2.1969, -1.6153, -2.4569], [-1.2850, -1.9711, -1.5544], [-0.6533, -3.1278, -1.7384], [-0.8951, -3.9711, -2.8120], [-2.0651, -4.2217, -4.5970], [-3.2634, -2.0519, -4.2670], [-2.6870, -0.6617, -2.2895], [0.0853, -3.3906, -0.9877], [-0.3437, -4.8960, -2.9151], [0.8541, -0.8975, -4.9743], [2.2169, -1.5793, -5.0731], [2.0404, -3.0937, -5.1179], [2.9402, -1.0956, -6.3270], [3.0409, -1.3111, -3.9505], [2.9742, -0.0287, -2.8714], [1.7730, -0.0639, -1.8702], [4.4912, -0.0398, -2.1732], [5.1161, -1.0889, -1.4459], [6.0480, -0.4151, -0.4444], [5.9216, -1.9431, -2.4211], [4.1014, -1.9573, -0.7027], [2.9959, 1.3189, -3.8688], [3.3538, 2.6499, -3.5306], [2.6076, 3.5536, -4.5077], [2.9510, 2.9938, -2.0966], [4.8598, 2.8185, -3.7127], [0.2101, -1.2102, -5.7994], [0.9861, 0.1872, -5.0151], [0.3846, -1.1449, -4.0243], [1.4581, -3.3942, -5.9936], [1.5250, -3.4284, -4.2163], [3.0176, -3.5785, -5.1566], [2.3483, -1.3052, -7.2223], [3.9062, -1.5960, -6.4137], [3.1118, -0.0212, -6.2472], [6.7516, 0.2322, -0.9719], [6.6092, -1.1585, 0.1268], [5.4674, 0.1972, 0.2481], [6.6493, -1.3184, -2.9427], [5.2493, -2.3820, -3.1597], [6.4508, -2.7385, -1.8904], [3.5076, -1.3409, -0.0270], [4.6179, -2.7275, -0.1258], [3.4237, -2.4353, -1.4136], [1.5304, 3.4411, -4.3689], [2.8564, 3.2725, -5.5330], [2.8753, 4.6015, -4.3512], [1.8831, 2.8195, -1.9548], [3.1800, 4.0406, -1.8829], [3.4886, 2.3582, -1.3898], [5.1326, 2.5681, -4.7398], [5.3835, 2.1408, -3.0380], [5.1629, 3.8477, -3.5047]], "forces_ev_per_angstrom": [[-0.3, 0.2, 0.0], [-0.2, 0.3, 0.0], [0.1, -0.1, 0.1], [0.0, -0.1, 0.0], [0.0, 0.0, -0.1], [0.0, 0.1, 0.1], [0.0, 0.0, 0.0], [0.0, 0.0, 0.0], [0.0, -0.1, -0.1], [0.0, 0.0, 0.1], [0.0, -0.1, 0.0], [0.1, 0.0, 0.1], [0.0, 0.0, 0.0], [0.0, 0.0, 0.0], [0.0, 0.1, -0.1], [0.0, 0.0, 0.1], [0.0, -0.1, 0.0], [0.1, -0.1, -0.1], [0.0, 0.0, 0.0], [0.0, 0.0, 0.0], [0.0, 0.0, 0.0], [0.0, -0.1, 0.0], [0.0, 0.0, 0.0], [0.0, 0.0, 0.0], [0.0, 0.0, 0.0], [0.0, 0.0, 0.0], [0.1, 0.1, 0.0], [-0.1, -0.1, 0.1], [0.2, 0.1, 0.1], [-0.1, 0.0, -0.1], [0.1, -0.2, 0.5], [0.0, 0.1, 0.0], [0.0, 0.0, 0.0], [-0.1, 0.0, 0.0], [0.0, 0.0, 0.0], [0.0, 0.0, 0.0], [0.0, 0.0, 0.0], [0.0, 0.0, 0.0], [0.1, -0.1, 0.0], [-0.1, 0.0, -0.1], [0.1, 0.0, 0.1], [-0.1, 0.0, 0.0], [0.0, 0.0, 0.0], [0.0, 0.0, 0.0], [0.0, 0.0, 0.0], [0.0, 0.0, 0.0], [0.0, 0.0, 0.0], [0.1, 0.1, 0.1], [0.1, -0.1, 0.0], [0.0, 0.0, 0.0], [0.0, 0.0, 0.0], [0.0, 0.2, 0.0], [0.0, -0.1, 0.0], [0.3, 0.0, -0.5], [-0.1, 0.0, -0.1], [0.0, 0.0, 0.1], [0.0, 0.0, 0.0], [0.0, 0.0, 0.0], [0.0, 0.1, -0.1], [0.1, -0.1, 0.0], [-0.1, 0.1, 0.0], [0.0, 0.0, 0.0], [0.0, -0.1, 0.0], [0.0, -0.1, 0.0], [0.0, 0.0, 0.0], [0.0, 0.0, 0.0], [-0.1, -0.1, 0.1], [0.0, 0.0, 0.0], [0.0, 0.0, 0.0], [0.0, 0.0, 0.0], [0.0, 0.0, 0.0], [0.0, 0.0, 0.0], [0.0, 0.0, 0.0], [0.0, 0.0, 0.0], [0.0, 0.0, 0.0], [0.0, 0.0, 0.0], [0.0, 0.0, 0.0], [0.0, 0.0, 0.0], [0.0, 0.0, 0.0], [0.0, 0.0, 0.0], [0.0, 0.0, 0.0], [0.0, 0.0, 0.0], [0.0, 0.0, 0.0], [0.0, 0.0, 0.0], [0.0, 0.0, 0.0], [0.0, 0.0, 0.0], [0.0, 0.0, 0.0], [0.0, 0.0, 0.0], [0.0, 0.0, 0.0], [0.0, 0.0, 0.0], [0.0, 0.0, 0.0]], "mulliken_charge": [0.910, 0.188, -0.883, 0.880, 0.636, -0.578, -0.867, -0.014, 0.281, -0.318, -0.876, 0.815, -1.761, -1.121, -0.932, 0.710, 0.978, -0.868, 0.508, 0.435, 0.131, 1.290, 0.616, 0.502, -0.274, 0.472, -0.772, 0.846, -0.180, -0.819, -0.678, 0.463, -0.249, -0.691, 0.413, 0.400, -0.179, -0.779, -0.236, -0.228, -0.042, -0.714, 0.383, 0.393, 0.399, 0.404, 0.437, -0.852, 2.014, -1.827, -1.812, -0.043, -2.209, 1.965, -0.084, 1.935, -1.915, -1.610, -1.317, 0.176, 1.913, -1.605, -1.188, -1.676, 0.654, 0.039, -0.226, 0.416, 0.252, 0.363, 0.428, 0.347, 0.162, 0.345, 0.440, 0.349, 0.341, 0.118, 0.438, 0.177, 0.554, 0.076, 0.138, 0.329, 0.422, 0.064, 0.533, 0.070, 0.324, 0.072, 0.480], "charge": -1, "homo_lumo_gap_ev": 5.73, "lumo_energy_ev": 1.14, "homo_energy_ev": -4.59, "de_lowest_kcal_mol": 0.00}